Here is one molecule with the formula C4H10 at a distorted geometry from the OMol25 dataset. Energies are from ωB97M-V/def2-TZVPD.

The value obtained for the energy relative to the best compared isomer or geometry (same formula, charge and spin) is 33.52 kcal/mol. The orbital gap comes out at 12.055 eV. Its SMILES is CCCC. Its HOMO energy is -10.8 eV. The total energy is -158.34946 hartree.

Each line ends with the natural charge from an NBO analysis.
Cartesian coordinates (Å):
1 C -1.0570 0.5999 -1.5187  -0.61
2 C 0.0573 0.4350 -0.4658  -0.41
3 C -0.1546 -0.5913 0.5046  -0.40
4 C 1.0872 -0.5053 1.4962  -0.60
5 H -1.8812 1.3178 -1.0955  0.21
6 H -1.4965 -0.4488 -1.7213  0.20
7 H -0.4369 1.0442 -2.5007  0.21
8 H 1.0446 0.2410 -0.9269  0.20
9 H 0.0182 1.4591 -0.0002  0.20
10 H -1.0532 -0.4979 1.0354  0.20
11 H -0.1454 -1.6163 0.0661  0.19
12 H 1.2476 0.6776 1.8014  0.19
13 H 1.0970 -1.1641 2.3653  0.21
14 H 2.0081 -0.6423 0.8789  0.20

***

Here is a 2-piece molecular cluster, H4OS2 overall at a distorted geometry from the OMol25 dataset. Energies are from ωB97M-V/def2-TZVPD.

The value obtained for the energy relative to the best compared isomer or geometry (same formula, charge and spin) is 4.73 kcal/mol. The orbital gap comes out at 9.676 eV. Its SMILES is SS.O. Its HOMO energy is -9.5 eV. The total energy is -873.99343 hartree.

Each line ends with the natural charge from an NBO analysis.
Cartesian coordinates (Å):
1 S 0.0000 0.0000 0.0000  -0.15
2 S 0.1084 -1.6455 -1.3237  -0.12
3 H -0.8965 -0.3436 0.9491  0.14
4 H -0.9777 -1.3450 -2.0672  0.13
5 O -2.1851 -0.8518 3.8879  -0.94
6 H -1.6302 -1.0767 4.6688  0.47
7 H -2.1988 0.1319 3.8683  0.47

***

Here is a 10-piece molecular cluster, H20O10 overall at a distorted geometry from the OMol25 dataset. Energies are from ωB97M-V/def2-TZVPD.

The value obtained for the energy relative to the best compared isomer or geometry (same formula, charge and spin) is 120.15 kcal/mol. The orbital gap comes out at 10.177 eV. Its SMILES is O.O.O.O.O.O.O.O.O.O. Its HOMO energy is -10.3 eV. The total energy is -764.29046 hartree.

Each line ends with the natural charge from an NBO analysis.
Cartesian coordinates (Å):
1 O 12.0540 37.5710 27.9200  -0.98
2 H 12.8340 37.4040 27.1760  0.48
3 H 12.4430 38.2090 28.4190  0.46
4 O 15.6540 34.7700 22.8100  -1.01
5 H 16.0480 34.8210 23.8030  0.50
6 H 16.4970 34.7220 22.2270  0.49
7 O 13.3020 36.2430 22.9180  -0.98
8 H 13.2080 36.3960 23.9710  0.48
9 H 13.8870 35.4830 23.1470  0.47
10 O 13.2030 32.7240 22.2610  -0.96
11 H 13.9260 33.3360 22.5850  0.50
12 H 13.0820 33.1540 21.3680  0.50
13 O 13.4480 37.2140 25.5490  -0.94
14 H 13.1150 38.0900 25.4480  0.50
15 H 14.4950 37.3080 25.6470  0.51
16 O 13.7550 34.0830 25.4910  -1.01
17 H 13.3390 34.7050 26.0470  0.51
18 H 13.3380 33.2110 25.4040  0.52
19 O 13.8510 33.5800 28.8180  -0.93
20 H 12.9920 33.4920 29.0300  0.46
21 H 13.8830 33.4720 27.8020  0.47
22 O 11.3820 32.4360 24.3600  -0.98
23 H 12.1620 32.4640 23.5590  0.50
24 H 11.3380 31.5890 24.5470  0.44
25 O 16.5570 34.0080 25.4790  -0.97
26 H 15.6320 34.0670 25.4780  0.50
27 H 16.9580 33.3350 24.8950  0.48
28 O 11.2040 35.5160 26.0520  -0.93
29 H 10.5230 35.8380 25.3380  0.47
30 H 11.0160 36.2300 26.5590  0.46

***

Here is one molecule with the formula C4H6O2 at a distorted geometry from the OMol25 dataset. Energies are from ωB97M-V/def2-TZVPD.

The value obtained for the energy relative to the best compared isomer or geometry (same formula, charge and spin) is 95.07 kcal/mol. The orbital gap comes out at 10.629 eV. Its SMILES is C1OCC12CO2. Its HOMO energy is -9.7 eV. The total energy is -306.35480 hartree.

Each line ends with the natural charge from an NBO analysis.
Cartesian coordinates (Å):
1 C -0.4949 -0.8887 -0.9345  -0.08
2 O 0.5797 -1.7227 -0.4334  -0.51
3 C 1.0378 -0.6815 0.4347  -0.13
4 C -0.2908 0.0511 0.2514  0.17
5 C -0.5697 1.4514 0.4727  -0.11
6 O -1.3233 0.4208 1.1248  -0.46
7 H -0.2331 -0.4591 -1.9147  0.18
8 H -1.4632 -1.4052 -1.0103  0.20
9 H 1.8359 -0.8257 1.1393  0.23
10 H 1.8963 0.0298 0.0205  0.15
11 H 0.1106 1.9918 1.1316  0.18
12 H -1.0852 2.0381 -0.2821  0.19

***

Here is C21H21FeNO2 as an isolated structure at a distorted geometry from the OMol25 dataset. Energies are from ωB97M-V/def2-TZVPD.

The value obtained for the energy relative to the best compared isomer or geometry (same formula, charge and spin) is 18.77 kcal/mol. The orbital gap (alpha / beta) comes out at 3.257 / 5.504 eV. As for the net charge: -2. Its HOMO energy (alpha / beta) is 2.1 / -0.3 eV. The spin multiplicity is 5. The total energy is -2281.47612 hartree.

Each line ends with the natural charge from an NBO analysis.
Cartesian coordinates (Å):
1 C 1.7158 -1.6134 3.0788  -0.68
2 C 0.9713 -0.3232 2.8048  0.45
3 N -0.0356 -0.2497 1.7811  -0.58
4 C -1.2927 0.0559 2.4516  0.66
5 C -2.1985 -1.0398 3.0579  -0.70
6 O -1.6905 1.1812 2.5276  -0.64
7 O 1.3550 0.6773 3.4274  -0.75
8 H 1.0895 -2.4827 3.0243  0.19
9 H 2.4936 -1.7472 2.2920  0.18
10 H 2.2649 -1.6044 4.0170  0.19
11 H -1.7113 -1.9943 3.1959  0.20
12 H -2.6692 -0.7535 4.0146  0.20
13 H -3.0481 -1.2201 2.3704  0.21
14 C 0.5982 -2.7743 -3.1129  -0.37
15 C 1.0379 -1.4388 -3.5048  -0.37
16 C 1.7303 -0.8404 -2.3750  -0.36
17 C 1.7336 -1.8061 -1.2875  -0.36
18 C 1.0107 -2.9926 -1.7266  -0.35
19 Fe -0.1134 -1.4070 -1.9521  0.44
20 C -2.0403 -1.9259 -1.4987  -0.36
21 C -2.0037 -0.8914 -2.5161  -0.37
22 C -1.2150 0.2282 -1.9730  -0.35
23 C -0.7541 -0.1256 -0.6141  -0.15
24 C 0.2192 0.4780 0.4087  -0.09
25 C 0.1410 2.0368 0.2369  0.10
26 C 1.1340 2.7078 0.9337  -0.22
27 C 1.3281 4.0800 0.7937  -0.22
28 C 0.5003 4.8392 -0.0436  -0.26
29 C -0.6183 4.1870 -0.6407  -0.25
30 C -0.7817 2.8363 -0.4377  -0.22
31 C -1.2831 -1.4608 -0.3463  -0.32
32 H 0.1486 -3.5133 -3.7659  0.20
33 H 0.9655 -1.0097 -4.5024  0.20
34 H 2.2277 0.1308 -2.3770  0.22
35 H 2.2353 -1.6930 -0.3312  0.22
36 H 0.8974 -3.9035 -1.1587  0.21
37 H -2.5351 -2.9056 -1.5488  0.20
38 H -2.4537 -0.9766 -3.5121  0.21
39 H -1.1034 1.1808 -2.4692  0.22
40 H 1.2651 0.1447 0.1538  0.22
41 H 1.7390 2.1700 1.6244  0.24
42 H 2.1930 4.5665 1.2714  0.19
43 H 0.7057 5.9164 -0.2321  0.18
44 H -1.2451 4.7906 -1.2973  0.19
45 H -1.7200 2.4049 -0.8727  0.23
46 H -1.1880 -1.9195 0.6303  0.24

***

Here is C6H11F3O4PS as an isolated structure at a distorted geometry from the OMol25 dataset. Energies are from ωB97M-V/def2-TZVPD.

The value obtained for the energy relative to the best compared isomer or geometry (same formula, charge and spin) is 23.61 kcal/mol. The orbital gap comes out at 7.899 eV. As for the net charge: -1. Its HOMO energy is -4.6 eV. The total energy is -1575.37259 hartree.

Each line ends with the natural charge from an NBO analysis.
Cartesian coordinates (Å):
1 C 2.6709 1.7123 0.8413  -0.63
2 C 2.9877 -0.6363 -0.0985  -0.64
3 C -2.8442 -2.3877 -0.9053  -0.77
4 C 2.0097 0.4998 0.0699  0.12
5 C -1.6334 0.6445 0.6639  -0.34
6 C -1.4469 1.8215 -0.1303  0.93
7 O -0.6793 -1.8861 1.1573  -1.14
8 O -0.1469 -1.0628 -1.1683  -1.16
9 O 0.8765 0.0920 0.8639  -0.86
10 O -3.2127 0.0201 -0.0414  -0.74
11 F -0.4352 2.7329 0.2351  -0.35
12 F -2.5132 2.6527 0.0183  -0.35
13 F -1.3828 1.6062 -1.4354  -0.29
14 P -0.4128 -0.7672 0.2523  2.35
15 S -3.6732 -1.3940 0.4132  0.58
16 H 1.8517 2.3027 1.0950  0.23
17 H 3.3175 1.1978 1.7054  0.19
18 H 3.4034 2.0522 0.0596  0.20
19 H 2.4626 -1.3553 -0.7093  0.24
20 H 3.4014 -0.9559 0.8160  0.20
21 H 3.8051 -0.3595 -0.5991  0.19
22 H -3.3624 -2.3725 -1.9375  0.18
23 H -2.9112 -3.3984 -0.7607  0.20
24 H -1.8657 -2.1276 -1.0773  0.26
25 H 1.5422 0.6876 -0.9803  0.20
26 H -1.8089 0.6809 1.6520  0.23

***

Here is a 2-piece molecular cluster, CH5OS2 overall at a distorted geometry from the OMol25 dataset. Energies are from ωB97M-V/def2-TZVPD.

The value obtained for the energy relative to the best compared isomer or geometry (same formula, charge and spin) is 33.17 kcal/mol. The orbital gap comes out at 5.279 eV. As for the net charge: -1. Its HOMO energy is -2.5 eV. The total energy is -912.69689 hartree.

Each line ends with the natural charge from an NBO analysis.
Cartesian coordinates (Å):
1 O 2.0270 -1.8126 1.6949  -0.87
2 H 1.8411 -2.0081 2.6221  0.48
3 C 0.1079 -0.0571 0.3989  -0.78
4 S 0.7408 -1.7164 0.7569  0.44
5 S -1.8663 2.5146 -1.8352  -1.08
6 H -0.9218 -0.1024 0.0365  0.29
7 H 0.8687 0.4972 -0.1457  0.23
8 H -0.0783 0.4171 1.4062  0.21
9 H -0.8322 3.0416 -2.5852  0.09

***

Here is C21H46NO2P3Ru as an isolated structure at a distorted geometry from the OMol25 dataset. Energies are from ωB97M-V/def2-TZVPD.

The value obtained for the energy relative to the best compared isomer or geometry (same formula, charge and spin) is 4.00 kcal/mol. The orbital gap (alpha / beta) comes out at 7.396 / 3.860 eV. As for the net charge: +3. Its HOMO energy (alpha / beta) is -15.1 / -16.7 eV. The spin multiplicity is 6. The total energy is -2150.77765 hartree.

Each line ends with the Löwdin charge.
Cartesian coordinates (Å):
1 Ru 0.6221 -0.7256 -1.0459  0.71
2 P -1.1336 -2.0793 -0.4889  0.71
3 P 1.8680 -0.8909 0.8862  0.72
4 P 1.9262 -1.8852 -2.4781  0.69
5 H -0.0557 3.1077 -3.7610  0.10
6 C 0.1121 2.0522 -4.0133  -0.06
7 C -0.8944 1.1741 -4.1426  -0.07
8 H -1.9362 1.5315 -4.0544  0.09
9 C -2.6563 -1.2311 0.0670  -0.21
10 C -0.8753 -3.2456 0.8988  -0.23
11 C -1.6943 -3.1045 -1.9112  -0.23
12 C 3.2113 0.3413 0.8573  -0.23
13 C 1.0625 -0.4757 2.4617  -0.25
14 C 2.8208 -2.4142 1.2355  -0.22
15 C 1.2347 -1.9398 -4.1685  -0.22
16 C 2.0798 -3.6390 -1.9820  -0.24
17 C 3.6244 -1.3233 -2.8025  -0.22
18 H 1.1484 1.7876 -4.2570  0.08
19 H -0.7579 0.1385 -4.4926  0.05
20 H -2.6884 -0.1894 -0.2722  0.01
21 H -2.6932 -1.2320 1.1647  0.04
22 H -3.5137 -1.7920 -0.3361  0.07
23 H -1.2497 -2.7765 1.8198  0.05
24 H 0.1840 -3.5049 1.0295  0.03
25 H -1.4495 -4.1622 0.6927  0.07
26 H -2.0020 -2.4417 -2.7341  0.06
27 H -2.5482 -3.7400 -1.6275  0.07
28 H -0.8753 -3.7447 -2.2617  0.04
29 H 3.4005 0.7686 1.8523  0.07
30 H 2.8523 1.1292 0.2019  -0.02
31 H 4.1263 -0.0908 0.4379  0.06
32 H 1.7115 0.2427 2.9885  0.06
33 H 0.9214 -1.3709 3.0840  0.06
34 H 0.0948 0.0226 2.3064  0.00
35 H 3.8882 -2.1880 1.1006  0.06
36 H 2.5434 -3.2234 0.5526  0.01
37 H 2.6637 -2.7242 2.2783  0.07
38 H 1.3650 -2.9458 -4.5892  0.07
39 H 1.7690 -1.2159 -4.7936  0.06
40 H 0.1706 -1.6786 -4.1575  0.01
41 H 2.1021 -4.2544 -2.8912  0.07
42 H 1.2206 -3.9523 -1.3697  0.02
43 H 3.0022 -3.8093 -1.4108  0.05
44 H 3.8663 -1.5193 -3.8565  0.07
45 H 4.3466 -1.8429 -2.1640  0.06
46 H 3.6731 -0.2448 -2.6222  0.04
47 C -0.8645 2.9614 -0.3891  -0.29
48 C 0.5119 3.1799 -0.2106  0.03
49 C 1.3898 2.3347 -0.8361  -0.06
50 C 0.9017 1.2435 -1.6233  -0.34
51 C -0.5371 0.8779 -1.5055  -0.36
52 C -1.4132 1.7710 -0.8727  -0.02
53 O -1.6439 4.0704 -0.2262  0.08
54 H -2.5419 3.8691 -0.5090  0.13
55 H 0.8288 4.1152 0.2430  0.15
56 H 2.4654 2.5255 -0.8074  0.13
57 H 1.4086 1.0598 -2.5750  0.07
58 H -0.9637 0.1248 -2.2142  0.08
59 H -2.4979 1.6723 -0.9480  0.13
60 C -2.7577 2.8380 5.3083  0.06
61 N -2.3173 1.9378 4.2586  0.00
62 C -2.1677 0.5362 4.5859  0.05
63 C -1.9331 2.3683 3.0244  -0.37
64 C -1.9456 3.8611 2.8294  0.05
65 O -1.6483 1.5444 2.1349  0.13
66 H -1.9072 3.3700 5.7618  0.16
67 H -3.2746 2.2486 6.0740  0.13
68 H -3.4422 3.5877 4.8941  0.13
69 H -2.6239 -0.1001 3.8162  0.12
70 H -1.1081 0.2401 4.6721  0.14
71 H -2.6649 0.3660 5.5471  0.12
72 H -1.2927 4.3358 3.5700  0.12
73 H -1.5865 4.0993 1.8287  0.07
74 H -2.9621 4.2637 2.9375  0.12